13
Properties=species:S:1:pos:R:3:nbo_charge:R:1 method="wB97M-V/def2-TZVPD" max_force_ha_per_bohr=0.063 e_lumo_ev=-3.649 charge=+1 orbital_gap_ev=10.948
C 0.03201 1.03143 0.41493 -0.043
C -1.08190 1.06925 1.18863 -0.050
N -1.85569 -0.03187 0.84127 -0.461
C -1.29009 -0.61682 -0.21440 0.268
N -0.06222 -0.12806 -0.35927 -0.472
H 0.86475 1.71250 0.37671 0.264
H -1.39218 1.75965 1.95528 0.262
H -2.63704 -0.34189 1.39494 0.461
H -1.51333 -1.62078 -0.54438 0.245
H 0.79035 -0.65846 -0.61518 0.490
H 2.95898 -0.11152 -1.92042 0.510
H 2.77068 -1.46930 -1.20471 0.496
O 2.41567 -0.59413 -1.31338 -0.970

=====

13
Properties=species:S:1:pos:R:3:nbo_charge:R:1 method="wB97M-V/def2-TZVPD" max_force_ha_per_bohr=0.126 e_lumo_ev=-3.728 charge=+1 orbital_gap_ev=9.185
N -0.64877 -1.11428 0.54726 -0.836
C -0.48453 0.16329 0.05642 0.126
C -2.29374 0.71309 0.07897 0.521
O -2.94964 -0.20897 0.05163 -0.425
C 0.76342 0.73891 -0.23734 -0.313
N 2.02624 -0.00776 -0.22240 -0.677
H -1.66887 -1.28989 0.60337 0.421
H -0.00027 -1.92785 0.61042 0.408
H -2.48198 1.76396 -0.14779 0.194
H 0.76059 1.80740 -0.63932 0.248
H 2.74294 0.47900 -0.70927 0.450
H 1.81657 -0.92874 -0.70800 0.444
H 2.41803 -0.18815 0.71604 0.439

=====

13
Properties=species:S:1:pos:R:3:mulliken_spin:R:1 method="wB97M-V/def2-TZVPD" max_force_ha_per_bohr=0.182 e_lumo_ev="-3.523 / -7.347" charge=+1 spin_multiplicity=3 orbital_gap_ev="6.770 / 7.534"
C 0.19357 1.60974 -0.29438 0.477
C 0.20697 0.34718 0.35058 0.169
C -1.20337 -0.45141 0.23198 0.751
N -0.79392 -2.51523 0.10558 0.219
N 1.21933 2.27408 -0.54976 0.303
O -0.80398 0.08031 1.32381 0.101
H -0.90286 1.96541 -0.33748 0.021
H 1.12214 -0.14634 0.45752 0.013
H -0.04158 -2.97894 0.51139 -0.006
H -1.63871 -2.93027 0.44688 -0.011
H -0.78755 -2.38828 -0.97016 -0.009
H 2.14933 1.86334 -0.23990 -0.011
H 1.28063 3.27041 -1.03605 -0.018

=====

14
Properties=species:S:1:pos:R:3:nbo_charge:R:1 method="wB97M-V/def2-TZVPD" max_force_ha_per_bohr=0.062 e_lumo_ev="4.088 / 4.088" charge=-1 orbital_gap_ev="6.108 / 6.109"
C -1.31405 -0.45347 0.89260 -0.134
C -0.94835 0.19327 -0.37164 0.018
C 0.14267 1.18430 -0.43000 -0.500
N 1.62841 -1.17875 -0.63420 -0.792
N 1.91597 0.31614 -0.16403 0.101
O 2.08177 0.28515 1.10643 -0.663
O -2.18799 0.55910 0.36522 -0.564
H -1.90762 -1.45758 0.90860 0.151
H -0.79554 -0.18840 1.80598 0.194
H -1.19975 -0.42426 -1.21347 0.171
H 0.17160 1.63889 -1.41111 0.164
H 0.18555 1.89120 0.39421 0.198
H 1.17838 -0.86733 -1.46595 0.329
H 1.04896 -1.49826 0.21736 0.328

=====

| no. | electronic energy (eV) |
| --- | --- |
| 1 | -8245.697 |
| 2 | -8242.617 |
| 3 | -8237.986 |
| 4 | -10294.516 |